1.
Entry from OMol25: C23H13F2IrN5O3SSe as an isolated structure (ωB97M-V with the def2-TZVPD basis set).

CARTESIAN COORDINATES (ANGSTROEM)
H -1.12 1.53 -5.15
O -0.28 5.22 -1.29
O 1.98 5.19 -2.30
C -2.11 -2.35 -0.23
H -0.37 3.80 -4.45
H -3.76 -3.60 -0.79
N -4.47 0.94 -0.79
C -0.65 1.67 -4.19
H -1.00 1.04 5.07
N 1.46 3.68 -0.32
C 1.24 -1.00 2.71
N -2.04 1.09 0.08
H 2.07 -1.54 -1.77
H -1.27 1.13 2.59
C 2.30 -1.80 -0.75
C 0.60 1.99 -1.75
F 3.45 -2.88 3.04
C -0.22 2.94 -3.80
H -0.83 -0.40 -3.66
C -0.48 0.58 -3.34
S 0.91 4.52 -1.65
Se -3.33 2.23 -0.37
C 3.35 -2.68 -0.52
O 1.43 1.53 0.46
C 2.01 -1.64 1.65
C 0.63 -0.37 4.94
C -2.52 -0.11 -0.13
H -5.35 -1.72 -1.16
C 3.07 -2.52 1.81
N 0.25 -0.21 2.23
C 0.16 0.74 -2.12
H 4.58 -3.75 0.89
C 1.44 -1.09 4.08
C -0.53 0.51 3.06
C 3.76 -3.06 0.74
H 0.36 -0.24 -1.60
H 0.78 -0.43 6.01
H -1.41 -3.18 -0.14
C 1.63 -1.28 0.34
H 2.23 -1.71 4.46
Ir 0.11 0.00 0.27
C -4.33 -1.55 -0.83
C -0.37 0.45 4.43
C -3.46 -2.58 -0.62
C -3.86 -0.22 -0.60
C 0.39 3.07 -2.57
C 1.21 2.42 -0.45
F 4.00 -3.18 -1.57
N -1.65 -1.15 0.03

Output
HOMO: -11.79 eV
Lowest unoccupied orbital energy: -5.4 eV
ΔE to the lowest compared entry with this formula, charge and spin: 0.000 eV
Charge: +1

These are the Mulliken partial charges, in e, on atoms 1 to 5: 0.447 -0.602 -0.610 -0.226 0.482

=====

2.
Entry from OMol25: a 13-piece molecular cluster, C14H54N10O13 overall (ωB97M-V with the def2-TZVPD basis set).

CARTESIAN COORDINATES (ANGSTROEM)
N -2.56 0.92 0.69
N 3.39 -4.30 0.65
H 3.20 -4.29 1.65
C -0.04 -1.56 -5.02
N 1.15 0.15 0.65
N -2.00 3.33 -0.34
C -0.92 -3.64 0.43
H -1.76 2.12 -4.54
H -2.66 -1.14 -1.58
H 5.21 1.95 0.59
H -2.65 -2.33 0.82
C 4.16 2.32 0.52
O 0.16 3.50 1.53
H -5.07 1.96 2.17
H 1.97 0.72 0.85
H 4.18 -4.92 0.44
C -2.97 4.14 -0.58
N 2.86 -1.53 3.01
H -4.67 4.63 0.27
O 2.11 -2.42 0.56
H 2.94 -2.47 -1.85
H -1.25 3.46 -3.36
H -1.12 -2.12 -3.60
H 1.24 -0.84 0.71
H 4.34 3.30 0.74
H 3.74 2.33 -0.57
H -0.46 -0.54 4.98
O -0.73 -3.00 -0.83
C -1.29 2.34 -3.55
H 1.29 4.98 0.60
H 3.83 2.00 2.37
O -4.50 -2.00 -2.16
O -1.99 1.55 -2.63
C 2.94 -2.49 3.84
H 0.68 0.30 2.54
O -3.36 4.51 -1.81
H -0.28 -1.37 -0.96
H 2.63 -1.76 2.00
H -1.76 -2.88 2.27
N 2.67 -2.21 5.08
H -4.20 -2.91 -2.26
H -1.57 -4.57 0.27
C 0.31 4.80 1.12
N -0.18 -0.34 -1.06
H -0.70 0.10 -1.79
H -0.73 -1.46 -5.85
C 0.55 0.55 -0.44
H 2.34 0.57 -2.53
H -3.38 4.33 1.37
H 2.35 -1.29 5.53
H -2.92 1.83 -2.52
C -0.36 -0.51 3.92
H -4.13 2.75 0.92
O -0.62 -1.40 -3.79
H -2.44 1.84 0.18
H -1.78 0.25 0.83
H -0.30 5.13 0.33
O 0.59 0.43 3.46
C -3.55 0.78 1.51
H 2.78 -3.00 5.76
H 0.92 2.94 1.21
N -3.71 4.30 0.44
H 0.02 -3.91 0.89
H 0.75 -0.79 -5.07
C 2.90 -0.30 -2.23
H -0.35 1.76 -3.51
C -3.55 -0.95 -2.09
H -1.59 3.10 -1.22
H -4.03 -0.24 -1.46
H -0.12 -1.45 3.46
H 2.93 -0.60 3.35
H -3.26 -0.61 -3.10
H 2.90 -0.23 -1.16
H -1.29 -0.16 3.48
N -4.39 1.82 1.44
H -0.05 -3.58 -1.26
H 3.96 -0.26 -2.56
H 1.28 -1.14 -2.88
N 3.32 -3.29 -1.27
H -1.13 -1.62 1.41
O 0.60 1.86 -0.93
C 2.90 -3.33 -0.03
C -1.67 -2.54 1.30
O -3.70 -0.31 2.39
O 3.33 1.92 1.55
H 3.94 -3.97 -1.76
H 0.37 -2.58 -5.14
O 2.96 -3.81 3.39
O 2.18 -1.43 -2.69
H -1.42 3.32 0.50
H 0.28 5.51 2.05

Output
HOMO: -8.40 eV
Lowest unoccupied orbital energy: 0.2 eV
ΔE to the lowest compared entry with this formula, charge and spin: 4.026 eV

These are the Mulliken partial charges, in e, on atoms 1 to 5: 0.809 -0.345 0.262 -0.830 0.946

=====

3.
Entry from OMol25: one molecule with the formula C12H23B (ωB97M-V with the def2-TZVPD basis set).

CARTESIAN COORDINATES (ANGSTROEM)
C 1.73 1.19 -1.56
H -1.99 0.25 1.32
C -1.12 -2.79 0.06
H 1.38 1.87 2.86
H 0.98 -1.72 -3.34
B 0.55 -0.89 -0.63
C -1.05 0.95 1.18
H -1.41 -0.85 -2.62
H 2.53 -0.73 -3.61
H -1.45 0.03 -1.01
H -1.96 -3.27 -0.39
C -1.61 -0.91 -1.55
C 0.28 0.44 1.64
H -1.35 1.01 3.58
C -0.71 1.79 3.36
C 1.58 -0.30 -1.72
H 0.88 1.74 -2.06
H -0.34 -2.52 -1.89
H -2.63 -1.37 -1.35
C -1.31 2.24 2.04
H 0.94 0.03 -3.83
C 1.49 -0.75 -3.14
C -0.54 -1.93 -1.01
H -0.37 -3.60 0.21
H -0.85 1.20 0.10
H 1.99 -0.60 1.07
H -0.89 3.20 1.51
H -0.78 2.63 4.10
C 0.65 1.10 2.95
H 2.52 -0.61 -1.35
H 2.52 1.65 -2.10
C 1.00 -0.34 0.84
H -2.43 2.39 2.06
H 1.83 1.32 -0.48
H 1.14 0.49 3.78
H -1.21 -2.33 1.01

Output
SMILES: CC(C)B(C=C1CCCC1)C(C)C
HOMO: -8.75 eV
Lowest unoccupied orbital energy: 0.7 eV
ΔE to the lowest compared entry with this formula, charge and spin: 0.960 eV

These are the Mulliken partial charges, in e, on atoms 1 to 5: -1.442 0.200 -1.854 0.302 0.274